1.
The following is a quantum chemistry calculation of a molecular structure, C4H3N3OS at a distorted geometry, from the OMol25 dataset.

Structure (XYZ):
```
12
C4H3N3OS | the OMol25 dataset | the ωB97M-V functional and the def2-TZVPD basis
C 3.5315 0.8764 -0.0804
C 2.2904 2.3544 0.0610
C 1.3630 -0.1595 -0.1080
C -0.1733 -0.2625 0.0090
N 3.6272 2.2153 0.0887
N 4.3098 -0.1273 0.0470
N 2.0768 0.9078 -0.2562
O 1.8982 -1.3474 -0.0376
S 3.5721 -1.5757 0.0422
H -0.7498 0.6883 -0.4209
H -0.3180 -0.2799 1.0110
H -0.6335 -1.0044 -0.6052
```

Summary:
- ΔE to the lowest compared entry with this formula, charge and spin (kcal/mol) = 116.7
- electronic energy (a.u.) = -791.7323
- orbital gap (eV) = 8.8
- net charge = 0
- strongest force on any atom (eV/A) = 5.60

=====

2.
The following is a quantum chemistry calculation of a single C6H11NO molecule at a distorted geometry, from the OMol25 dataset.

Structure (XYZ):
```
19
C6H11NO | the OMol25 dataset | the ωB97M-V functional and the def2-TZVPD basis
C 1.6460 0.5718 -0.5602
C -0.4690 -1.3885 -0.2331
C 2.6402 0.3123 0.5539
N -0.7323 0.0263 0.0183
C 0.2901 0.9885 -0.0100
C -2.0326 0.4628 0.2525
C -3.1548 -0.2232 0.0069
O 0.1283 2.1564 0.3474
H 2.0016 1.4009 -1.1846
H 1.5742 -0.2870 -1.2324
H -2.1225 1.4818 0.6314
H -0.4601 -1.5652 -1.3120
H -1.2164 -2.0265 0.2481
H 0.4983 -1.6731 0.1898
H 3.6483 0.2022 0.1418
H 2.6535 1.1373 1.2736
H 2.3939 -0.6024 1.1008
H -4.1188 0.2349 0.2076
H -3.1679 -1.2091 -0.4397
```

Summary:
- SMILES string = C=CN(C)C(=O)CC
- ΔE to the lowest compared entry with this formula, charge and spin (kcal/mol) = 19.1
- electronic energy (a.u.) = -365.2011
- orbital gap (eV) = 9.5
- net charge = 0
- strongest force on any atom (eV/A) = 1.57

=====

3.
The following is a quantum chemistry calculation of 2 unconnected molecules or ions with the total composition C4H7NO at a distorted geometry, from the OMol25 dataset.

Structure (XYZ):
```
13
C4H7NO | the OMol25 dataset | the ωB97M-V functional and the def2-TZVPD basis
C -0.4907 1.6964 0.6080
C -1.0068 0.2790 0.8680
C -0.1432 -0.7449 0.1939
O -0.5675 -1.7113 -0.4078
C 2.6986 -1.2749 -2.2689
N 1.7575 -1.8539 -1.8748
H -1.1326 2.4335 1.0974
H 0.5257 1.8243 0.9971
H -0.4716 1.9198 -0.4638
H -2.0346 0.1320 0.5230
H -0.9804 0.0667 1.9457
H 0.9513 -0.5651 0.2496
H 0.8942 -2.2017 -1.4674
```

Summary:
- ΔE to the lowest compared entry with this formula, charge and spin (kcal/mol) = 48.3
- electronic energy (a.u.) = -286.5548
- orbital gap (eV) = 11.3
- net charge = 0
- strongest force on any atom (eV/A) = 1.25

=====

4.
The following is a quantum chemistry calculation of 12 unconnected molecules or ions with the total composition H24O12 at a distorted geometry, from the OMol25 dataset.

Structure (XYZ):
```
36
H24O12 | the OMol25 dataset | the ωB97M-V functional and the def2-TZVPD basis
O 2.6308 -2.3602 -3.2407
H 2.4993 -2.2646 -2.2819
H 3.1124 -3.1318 -3.3097
O -1.0952 -3.4320 -0.1620
H -0.1842 -3.6556 -0.3897
H -1.2119 -2.6434 -0.7736
O -2.3999 -1.7014 1.8407
H -2.7060 -2.5883 2.0717
H -1.6549 -1.9325 1.3448
O 2.8218 -1.1546 -0.3909
H 2.9680 -0.3141 -0.7494
H 2.6513 -1.0644 0.5597
O 0.9291 0.3202 2.1200
H 1.9014 0.3121 2.1836
H 0.7067 1.1941 2.4102
O 0.4938 -0.4658 -2.9436
H 0.6651 -1.3846 -3.2365
H 1.3200 0.0381 -2.9924
O 2.5554 1.4840 -1.0852
H 3.1781 2.2028 -1.3191
H 1.6651 1.9331 -1.0391
O -3.2044 1.2222 2.1887
H -3.1240 0.2467 2.3215
H -3.0652 1.4706 1.2680
O -0.8162 2.4138 2.9674
H -1.5861 2.0698 2.6208
H -1.1458 2.9088 3.6986
O 0.0579 2.8142 -0.4129
H -0.7900 2.7171 -0.8049
H -0.0990 2.6263 0.5279
O -2.3005 1.6069 -0.6804
H -2.9146 1.2913 -1.3303
H -1.7343 0.8386 -0.5301
O -0.4061 -0.4310 -0.1707
H 0.2071 -0.6372 -0.9046
H 0.0750 -0.5490 0.6238
```

Summary:
- SMILES string = O.O.O.O.O.O.O.O.O.O.O.O
- ΔE to the lowest compared entry with this formula, charge and spin (kcal/mol) = 14.4
- electronic energy (a.u.) = -917.3024
- orbital gap (eV) = 11.3
- net charge = 0
- strongest force on any atom (eV/A) = 3.90

=====

5.
The following is a quantum chemistry calculation of 2 unconnected molecules or ions with the total composition C2H9NO at a distorted geometry, from the OMol25 dataset.

Structure (XYZ):
```
13
C2H9NO | the OMol25 dataset | the ωB97M-V functional and the def2-TZVPD basis
C -0.5764 -1.2212 -0.1261
N 1.4897 0.7723 -1.8189
H -0.7184 -1.4631 -1.1868
H 0.4574 -1.5987 -0.0324
H -1.3119 -1.8392 0.5100
H 0.6032 0.9477 -1.3045
H 2.2473 1.0975 -1.1475
H 1.5554 -0.3061 -1.8542
C -0.7566 0.8155 1.4025
O -0.7970 0.2143 0.1231
H -0.6882 0.0277 2.1467
H 0.1972 1.3192 1.6371
H -1.7017 1.2340 1.6510
```

Summary:
- ΔE to the lowest compared entry with this formula, charge and spin (kcal/mol) = 51.4
- electronic energy (a.u.) = -211.1635
- orbital gap (spin up / spin down) (eV) = 13.8 / 4.8
- multiplicity = 2
- net charge = +1
- strongest force on any atom (eV/A) = 3.89
- ⟨S²⟩ = 0.76

=====

6.
The following is a quantum chemistry calculation of a molecular structure, C11H21F3NNbO5PSr at a distorted geometry, from the OMol25 dataset.

Structure (XYZ):
```
44
C11H21F3NNbO5PSr | the OMol25 dataset | the ωB97M-V functional and the def2-TZVPD basis
C -0.2877 4.5254 -0.6899
C 0.6923 3.8390 -0.6050
C 1.9267 3.1189 -0.2841
C 1.9702 1.7695 -1.0446
C 1.3270 0.6421 -0.1828
Nb 0.1425 -0.8918 -1.3483
N -0.6959 0.5904 -2.4762
C -1.5298 -0.6567 0.2097
C -2.5041 0.4658 -0.0893
O -3.6402 0.4804 0.8064
C -3.2734 0.4434 2.1152
C -2.4245 1.5688 2.6904
O -3.6632 -0.4385 2.8131
C 0.8335 -2.6763 -0.0768
P 2.2575 -2.5011 0.8582
O 3.4920 -1.9676 0.1646
O 2.6886 -3.9790 1.5395
O 1.9168 -1.5646 2.1984
C -1.2464 -2.4305 -2.4170
F -0.7827 -2.8077 -3.6184
F -1.4781 -3.5542 -1.6824
F -2.4464 -1.9018 -2.6554
H -1.1225 5.1708 -0.7151
H 2.0325 2.9938 0.7884
H 2.7518 3.7210 -0.6663
H 3.0246 1.5581 -1.2328
H 1.5101 1.8780 -2.0211
H 0.6172 1.1593 0.4763
H 2.1413 0.2923 0.4703
H 1.5085 -1.1978 -2.5640
H -0.2351 0.6465 -3.3823
H -0.7304 1.5082 -2.0421
H -0.9747 -0.4247 1.1354
H -2.0402 -1.6025 0.4099
H -1.9994 1.4379 -0.0878
H -2.9407 0.3130 -1.0688
H -3.0615 2.1572 3.3412
H -2.0550 2.2034 1.8861
H -1.5977 1.1196 3.2294
H 0.0067 -2.9987 0.5618
H 0.9907 -3.5140 -0.7685
H 2.6099 -4.5839 0.7848
H 1.6679 -2.1143 2.9604
Sr 4.6210 -1.7972 2.2794
```

Summary:
- electronic energy (a.u.) = -1590.9196
- orbital gap (eV) = 3.9
- net charge = +1
- strongest force on any atom (eV/A) = 4.99

=====

Number 1 is which compound?
C4H3N3OS

=====

The lowest strongest force on any atom belongs to which entry?
C4H7NO

=====

Number 4 is which compound?
H24O12